# C5H9NO

C5H9NO in the gas phase in a non-equilibrium geometry (the ωB97M-V functional and the def2-TZVPD basis, OMol25).

The geometry in XYZ format:
```
16
Properties=species:S:1:pos:R:3:forces:R:3:lowdin_charge:R:1
C 1.337921 -0.586855 1.910459 -1.2 -0.1 0.5 -0.005
C 0.657793 -1.335888 1.039303 1.6 2.5 -0.1 -0.168
C -0.352669 -0.775396 0.084170 -2.2 -2.6 -0.5 -0.191
C -0.172770 0.247015 -1.030488 -1.0 1.4 -1.5 -0.330
N -1.470476 0.373692 -1.833387 1.5 -0.5 0.9 0.034
C 0.242398 1.576220 -0.384472 0.0 -1.2 0.1 -0.241
O -0.488443 2.517559 -0.254506 0.2 0.2 -0.1 0.063
H 1.933595 -1.145683 2.634422 0.3 0.7 -0.2 0.058
H 1.061594 0.468751 2.064437 0.6 -0.5 0.1 0.064
H 1.030430 -2.318013 1.048554 -0.4 -1.6 -0.6 0.077
H -0.858531 -1.620389 -0.436576 0.7 0.2 0.0 0.121
H -1.217036 -0.559310 0.713556 -0.1 1.0 0.1 0.123
H 0.556174 -0.063747 -1.783728 0.4 -0.1 0.5 0.140
H -2.119655 0.778715 -1.176853 -0.5 0.4 -0.3 0.055
H -1.382452 0.958660 -2.685317 0.1 -0.3 1.2 0.085
H 1.242129 1.484670 0.090424 0.0 0.6 -0.1 0.114
```
Positions in Å, forces in eV/Å.

## Properties
Lowest unoccupied orbital energy, eV: 0.98
Electronic energy, eV: -8866.616
Energy above the lowest of the compared OMol25 structures with the same formula, charge and spin, kJ/mol: 250.5
Orbital gap, eV: 10.38
Structure (SMILES): C=CC[C@@H](N)C=O
E_HOMO, eV: -9.40
2S+1: 1
Molecular weight, g mol⁻¹: 99.13

# C19H28N4O2S3Tl

A molecular structure, C19H28N4O2S3Tl in a non-equilibrium geometry (the ωB97M-V functional and the def2-TZVPD basis, OMol25).

The geometry in XYZ format:
```
57
Properties=species:S:1:pos:R:3:forces:R:3:lowdin_spin:R:1
Tl -0.309102 -3.352497 -2.042600 0.1 0.0 0.2 0.000
O 1.262655 -1.915202 -0.626350 0.0 -0.8 -0.5 0.000
N 2.201838 -1.171643 -1.158925 0.5 2.0 -1.0 0.000
C 2.490026 -0.040818 -0.434893 -2.5 -3.1 2.0 0.000
C 3.502469 0.797036 -0.726593 -1.3 4.8 0.7 0.000
C 4.059025 0.569371 -1.978487 3.4 -1.0 -3.3 0.000
C 3.687320 -0.436626 -2.893287 0.6 1.4 1.1 0.000
C 2.564506 -1.248061 -2.476393 3.5 2.8 2.7 0.000
S 1.999731 -2.334218 -3.404250 -3.0 -5.0 -4.6 0.000
H 1.697652 -0.390717 0.336303 1.4 2.6 0.4 0.000
H 3.427465 2.031891 -0.313670 0.7 -4.2 -0.8 0.000
H 5.056516 1.019405 -2.303621 -1.6 0.2 0.7 0.000
H 4.266021 -0.594051 -3.921273 -1.7 0.3 2.6 0.000
O -1.934407 -3.744436 -4.119058 0.3 -2.7 2.3 0.000
N -2.533158 -2.757438 -4.575728 2.6 3.0 -4.0 0.000
C -3.307525 -1.915720 -3.871604 0.1 0.6 0.7 0.000
C -3.814445 -0.761923 -4.472832 -4.6 0.3 -1.1 0.000
C -3.698490 -0.628295 -5.888376 2.1 1.5 1.6 0.000
C -2.629535 -1.238713 -6.469877 0.6 -1.6 0.8 0.000
C -1.960883 -2.330803 -5.893323 -2.9 -1.4 -0.1 0.000
S -1.177697 -3.418361 -7.005024 0.3 0.4 1.4 0.000
H -3.367131 -2.190015 -2.802747 -0.4 0.2 -0.7 0.000
H -4.840609 -0.201201 -4.140365 3.0 -1.4 0.3 0.000
H -3.997913 0.266381 -6.404421 -1.0 0.2 0.1 0.000
H -2.223960 -1.113963 -7.430408 -0.2 0.9 -1.3 0.000
C 2.789031 -0.828915 5.243472 -1.6 1.2 -6.2 0.000
C 2.809352 0.823219 4.878961 1.3 0.3 2.0 0.000
C 1.370024 1.281493 5.235310 1.9 -0.1 1.4 0.000
C 0.163652 0.839382 4.507228 -1.9 -0.5 -3.8 0.000
N -0.197655 2.011173 3.289315 6.5 -0.1 5.1 0.000
C -1.204914 1.618181 2.592648 -6.5 -3.9 -3.7 0.000
S -2.490871 2.742320 2.804365 -1.5 1.7 -0.5 0.000
N -1.422197 0.388751 1.981709 1.1 1.9 1.0 0.000
C -2.761614 0.182673 1.185752 2.7 1.4 1.4 0.000
C -2.553477 0.696730 -0.272390 -5.1 -0.9 3.7 0.000
C -1.263887 0.478035 -0.745368 5.0 -0.9 -4.2 0.000
C -0.720555 1.793978 -1.405743 -5.8 -1.6 -1.6 0.000
H 1.696787 -1.129717 5.551165 2.6 0.4 -0.1 0.000
H 3.689633 -1.191472 5.691129 0.0 -0.3 0.8 0.000
H 2.878906 -1.361292 3.944201 -0.4 1.4 4.1 0.000
H 3.082916 1.128362 3.886471 0.0 -0.8 -0.8 0.000
H 4.981341 1.236942 11.416381 0.0 0.0 0.0 1.000
H 1.012206 2.300111 5.206988 1.7 1.2 0.1 0.000
H 1.501693 1.085792 6.321318 -1.6 -0.3 -0.2 0.000
H -0.607167 1.186652 5.094208 -2.0 0.3 1.8 0.000
H -0.283436 -0.169132 4.100609 2.0 1.7 0.4 0.000
H -0.274244 3.021732 3.778070 -0.4 -3.4 -1.6 0.000
H 3.716396 1.489022 5.511049 -2.8 -2.1 -1.1 0.000
H -3.303099 0.980117 1.766508 -1.3 -1.6 -0.7 0.000
H -3.020210 -0.914519 1.080970 0.1 1.2 1.1 0.000
H -2.835029 1.766748 -0.138538 0.0 -0.7 -0.8 0.000
H -3.299843 0.068167 -0.856709 0.4 1.4 0.3 0.000
H -1.341527 -0.243382 -1.597360 0.0 0.2 0.3 0.000
H -0.386895 0.039262 -0.265318 -1.0 0.0 1.5 0.000
H 0.282929 1.796142 -1.324065 3.4 1.2 0.8 0.000
H -1.531334 2.560913 -0.956830 3.0 -0.7 -1.6 0.000
H -0.897277 1.423151 -2.487706 0.0 2.1 1.1 0.000
```
Positions in Å, forces in eV/Å.

## Properties
Total charge: -2
Lowest unoccupied orbital energy (spin up / spin down), eV: 4.24 / 4.24
Electronic energy, eV: -67395.375
<S²>: 0.7500
Energy above the lowest of the compared OMol25 structures with the same formula, charge and spin, kJ/mol: 993.6
Orbital gap (spin up / spin down), eV: 5.91 / 5.91
E_HOMO (spin up / spin down), eV: -1.68 / -1.68
2S+1: 2
Molecular weight, g mol⁻¹: 645.04

# C22H33BN13W

A molecular structure, C22H33BN13W in a non-equilibrium geometry (the ωB97M-V functional and the def2-TZVPD basis, OMol25).

The geometry in XYZ format:
```
70
Properties=species:S:1:pos:R:3:forces:R:3:lowdin_spin:R:1
W -0.165526 -0.896882 -0.270729 1.2 1.8 0.8 0.869
C 3.210705 -1.439759 0.858677 0.0 -0.1 0.0 0.007
C 2.519852 -0.174947 1.227809 -0.4 0.0 -0.2 0.005
C 2.987070 0.893778 1.952088 0.0 0.4 0.1 0.001
C 1.933703 1.813771 1.995509 0.3 0.1 0.1 0.003
N 0.889148 1.312966 1.357262 -0.3 -0.3 -0.2 0.004
N 1.227925 0.083269 0.870706 0.4 -0.4 0.0 0.007
B -0.552875 1.932392 1.159128 -0.1 -0.2 0.0 0.000
N -0.906005 2.018584 -0.376754 0.2 -0.4 0.1 -0.001
C -1.359469 3.035898 -1.107331 0.0 0.2 0.0 0.016
C -1.666152 2.590224 -2.385064 0.0 0.2 0.1 0.005
C -1.361195 1.241371 -2.390623 0.1 -0.1 0.1 0.010
C -1.457488 0.248473 -3.496035 0.0 0.0 -0.1 0.002
N -0.899345 0.898711 -1.171700 -0.3 -0.7 -0.2 0.004
N -1.546663 0.884465 1.744664 0.5 -0.1 -0.2 0.000
C -2.567624 1.006067 2.582449 -0.3 0.1 0.1 0.029
C -3.157837 -0.230741 2.771291 -0.1 0.3 0.1 0.007
C -2.447698 -1.103867 1.977190 0.3 0.0 -0.2 0.019
C -2.711895 -2.555636 1.823226 0.0 0.0 -0.1 0.000
N -1.448716 -0.430750 1.335973 -0.7 0.0 0.5 0.012
N -0.552173 3.268562 1.799273 0.0 0.5 -0.3 0.000
C -0.988942 3.790933 2.981808 0.1 -0.1 0.0 0.000
C -0.558215 5.082956 3.057590 -0.1 -0.1 0.2 0.000
C 0.167703 5.298715 1.869290 0.4 0.4 -0.4 0.000
C 0.877073 6.545798 1.425600 -0.1 -0.1 0.1 0.000
N 0.189343 4.218181 1.112226 -0.4 -0.3 0.4 0.000
H 3.642891 -1.901129 1.745980 0.0 0.0 0.0 0.000
H 2.543109 -2.174613 0.404316 -0.1 0.1 0.0 0.004
H 4.023894 -1.242061 0.158872 0.0 0.0 0.0 0.001
H 3.963284 1.006541 2.392588 0.0 0.0 0.0 0.000
H 1.870130 2.798281 2.432609 0.1 0.0 0.0 0.000
H -1.417765 4.015978 -0.664291 0.0 0.0 -0.1 0.001
H -2.053213 3.175463 -3.201649 0.0 0.0 0.0 0.000
H -2.316231 0.465538 -4.128355 0.0 0.1 0.0 0.000
H -0.566305 0.279662 -4.126225 0.0 0.0 0.0 0.001
H -1.580980 -0.774344 -3.133580 0.0 0.0 0.1 0.001
H -2.846687 1.966661 2.978393 0.0 -0.1 0.0 0.002
H -4.003474 -0.461340 3.396203 0.0 0.0 0.0 0.000
H -3.384907 -2.883168 2.612059 0.0 0.0 0.0 0.000
H -3.192023 -2.770281 0.866629 0.0 0.0 0.0 0.001
H -1.796328 -3.134348 1.894056 0.0 0.0 0.0 0.000
H -1.526815 3.217983 3.716622 0.0 0.0 0.0 0.000
H -0.735130 5.778407 3.860657 0.0 0.0 0.0 0.000
H 0.654937 7.373176 2.096326 0.0 0.0 0.0 0.000
H 1.956918 6.400744 1.419089 0.0 0.0 0.0 0.000
H 0.570039 6.831972 0.420919 0.0 0.0 0.0 0.000
N 3.433317 1.321203 -3.566575 -0.5 -0.2 0.1 0.007
N 2.709342 0.291581 -3.023388 0.5 0.0 -0.6 0.016
N 2.746844 -0.923033 -3.556826 -0.3 0.3 0.5 -0.001
C 1.855009 -1.543521 -2.802209 0.0 -0.2 -0.2 0.018
N 1.320483 -0.737617 -1.879528 0.4 0.5 -0.2 0.007
N 1.901400 0.469882 -2.051951 -0.4 -0.4 0.3 0.004
H 4.224236 0.934207 -4.063108 0.2 0.1 0.1 0.000
H 3.630063 2.000032 -2.844123 0.3 0.1 -0.1 0.001
H 1.587691 -2.575374 -2.922975 0.0 0.0 -0.1 0.001
C 0.539664 -4.537463 -1.807195 0.0 0.0 -0.1 -0.004
C -0.430902 -4.180921 -0.675635 0.0 0.4 0.1 -0.006
C 0.115392 -4.768946 0.631520 0.0 0.0 0.0 -0.001
C -1.814594 -4.749345 -1.005005 0.0 -0.1 0.1 -0.001
C -0.522958 -2.669875 -0.561551 0.1 -0.9 -0.1 -0.047
H 0.652906 -5.621336 -1.842302 0.0 0.0 0.0 -0.001
H 1.530020 -4.108743 -1.639919 0.0 -0.1 0.1 0.000
H 0.154305 -4.221004 -2.778928 0.0 0.0 0.0 0.000
H 0.360769 -5.818800 0.467597 0.0 0.0 0.0 0.000
H -0.611076 -4.730059 1.439916 0.0 0.0 0.0 0.000
H 1.025365 -4.258628 0.954523 0.0 0.0 0.0 0.000
H -1.732464 -5.832961 -1.099924 0.0 0.0 0.0 0.000
H -2.196812 -4.355091 -1.948355 0.0 0.0 0.0 0.000
H -2.540146 -4.539212 -0.219339 0.0 0.0 0.0 0.000
H -1.397902 -2.146634 -1.049455 -0.9 -0.1 -0.6 0.001
```
Positions in Å, forces in eV/Å.

## Properties
Total charge: +2
Lowest unoccupied orbital energy (spin up / spin down), eV: -7.54 / -7.24
Electronic energy, eV: -45209.307
<S²>: 0.7619
Energy above the lowest of the compared OMol25 structures with the same formula, charge and spin, kJ/mol: 0.0
Orbital gap (spin up / spin down), eV: 6.62 / 6.92
E_HOMO (spin up / spin down), eV: -14.15 / -14.16
2S+1: 2
Molecular weight, g mol⁻¹: 674.25